[1]
An isolated molecule of C16H21BrN2OS at a distorted geometry. Source: OMol25; level of theory: the ωB97M-V functional and the def2-TZVPD basis.

- Total charge: 0
- Max |F|: 1.01 eV Å⁻¹
- LUMO: 0.488 eV
- Kohn-Sham gap: 8.502 eV
- HOMO energy: -8.01 eV
- DFT total energy: -3779.2656 hartree

Last column: Mulliken charge in e.
Positions of all 42 atoms, in Å:
C1 -1.34 -2.55 1.76  -1.15
H1 -0.60 -3.26 1.41  0.33
H2 -2.25 -2.72 1.19  0.28
H3 -1.55 -2.75 2.80  0.39
C2 -0.87 -1.10 1.61  -0.72
N1 -0.56 -0.73 0.24  0.24
C3 0.67 -0.92 -0.27  0.66
S1 1.15 -0.40 -1.76  -0.34
N2 1.56 -1.65 0.51  0.10
C4 2.93 -1.60 0.54  0.03
O1 3.55 -2.45 1.13  -0.62
C5 3.59 -0.44 -0.11  0.37
C6 3.38 0.88 0.29  0.63
C7 4.06 1.93 -0.29  -0.56
C8 4.97 1.67 -1.29  -0.50
C9 5.22 0.37 -1.69  -0.70
C10 4.54 -0.68 -1.10  -0.44
H4 4.73 -1.70 -1.40  0.42
H5 5.94 0.17 -2.47  0.39
H6 5.49 2.50 -1.76  0.38
H7 3.87 2.94 0.04  0.42
Br1 2.16 1.27 1.70  -0.13
H8 1.18 -2.39 1.10  0.11
C11 -1.53 0.06 -0.50  -0.59
C12 -1.62 1.50 0.05  -0.62
C13 -2.99 1.81 0.64  -0.68
C14 -4.10 1.62 -0.40  -0.70
C15 -3.86 0.37 -1.26  -0.85
C16 -2.90 -0.60 -0.58  -0.81
H9 -3.29 -0.84 0.41  0.38
H10 -2.83 -1.52 -1.15  0.41
H11 -4.81 -0.13 -1.46  0.37
H12 -3.43 0.66 -2.22  0.38
H13 -4.14 2.50 -1.04  0.32
H14 -5.06 1.55 0.12  0.33
H15 -3.18 1.18 1.51  0.22
H16 -3.00 2.85 1.00  0.46
H17 -1.42 2.20 -0.76  0.40
H18 -0.85 1.65 0.80  0.15
H19 -1.13 0.11 -1.52  0.50
H20 0.00 -0.92 2.25  0.51
H21 -1.66 -0.43 1.95  0.23

=====

[2]
An isolated molecule of C4H10N4O at a distorted geometry. Source: OMol25; level of theory: the ωB97M-V functional and the def2-TZVPD basis.

- Total charge: 0
- Max |F|: 5.77 eV Å⁻¹
- Energy above the lowest of the compared OMol25 structures with the same formula, charge and spin: 198.5 kcal per mole
- LUMO: 0.532 eV
- Kohn-Sham gap: 9.344 eV
- HOMO energy: -8.81 eV
- DFT total energy: -452.3815 hartree

Last column: Mulliken charge in e.
Positions of all 19 atoms, in Å:
C1 -0.94 0.34 0.61  -0.30
C2 -2.05 0.77 -0.46  -0.57
C3 -2.09 -0.74 0.29  -0.70
C4 1.18 0.76 -0.07  0.51
H1 -0.06 -2.29 -0.97  0.28
H2 0.72 -2.16 0.44  0.30
H3 -0.76 1.13 1.54  0.41
H4 -1.41 0.87 -1.42  0.33
H5 -2.81 1.49 -0.06  0.25
H6 -2.93 -0.99 1.12  0.24
H7 -2.04 -1.46 -0.61  0.25
H8 0.08 2.47 -0.18  0.26
H9 3.07 1.32 0.26  0.40
H10 2.75 -1.49 0.10  0.31
N1 0.62 -1.68 -0.52  -0.78
N2 0.32 -0.25 -0.07  0.30
N3 1.01 2.07 -0.06  -0.75
N4 2.50 0.48 -0.43  -0.21
O1 2.85 -0.65 0.50  -0.52

=====

[3]
A structure of composition C44H43BN10O7ReSb at a distorted geometry. Source: OMol25; level of theory: the ωB97M-V functional and the def2-TZVPD basis.

- Total charge: +2
- Max |F|: 2.76 eV Å⁻¹
- LUMO (spin up / spin down): -5.698 / -5.974 eV
- Kohn-Sham gap (spin up / spin down): 7.498 / 7.221 eV
- HOMO energy (spin up / spin down): -13.20 / -13.20 eV
- DFT total energy: -3119.4687 hartree
- 2S+1: 3

Last column: Mulliken charge in e.
Positions of all 107 atoms, in Å:
Re1 0.92 -21.15 -10.69  0.81
C1 0.37 -21.72 -7.34  -1.26
C2 1.44 -20.77 -7.66  0.49
C3 2.10 -19.84 -6.90  -1.91
C4 2.90 -19.07 -7.77  0.06
N1 2.72 -19.58 -8.98  0.67
N2 1.83 -20.58 -8.94  -0.20
B1 3.18 -19.02 -10.38  0.80
N3 3.69 -20.18 -11.22  0.60
C5 4.76 -20.26 -11.99  0.14
C6 4.67 -21.39 -12.81  -1.78
C7 3.45 -21.97 -12.48  0.49
C8 2.76 -23.10 -13.18  -0.97
N4 2.86 -21.21 -11.53  -0.23
N5 1.88 -18.39 -11.07  1.02
C9 1.55 -17.17 -11.55  -0.18
C10 0.38 -17.33 -12.32  -1.43
C11 0.04 -18.68 -12.20  0.85
C12 -1.18 -19.34 -12.81  -1.40
N6 0.95 -19.30 -11.42  -0.01
N7 4.27 -18.06 -10.16  0.60
C13 5.40 -18.20 -9.36  -0.44
C14 6.09 -17.03 -9.41  -1.19
C15 5.33 -16.20 -10.28  0.54
C16 5.51 -14.76 -10.71  -1.35
N8 4.25 -16.83 -10.69  -1.16
H1 -0.61 -21.29 -7.50  0.09
H2 0.43 -21.95 -6.29  0.69
H3 0.48 -22.66 -7.92  0.00
H4 2.02 -19.84 -5.85  0.63
H5 3.65 -18.33 -7.55  0.63
H6 5.54 -19.52 -11.93  0.56
H7 5.37 -21.71 -13.55  0.59
H8 3.12 -23.12 -14.22  0.46
H9 1.68 -22.84 -13.20  0.11
H10 2.92 -24.06 -12.67  0.23
H11 2.20 -16.34 -11.56  0.69
H12 -0.17 -16.53 -12.76  0.52
H13 -1.15 -19.06 -13.90  0.53
H14 -2.04 -18.89 -12.38  0.34
H15 -1.21 -20.43 -12.77  -0.05
H16 5.57 -19.15 -8.84  0.63
H17 7.00 -16.84 -8.87  0.45
H18 6.56 -14.50 -10.91  0.36
H19 5.12 -14.11 -9.95  0.27
H20 4.90 -14.59 -11.56  0.39
O1 -3.94 -23.35 -11.76  -0.57
C17 -2.98 -22.72 -11.38  -0.01
O2 -1.73 -23.26 -11.38  -0.27
C18 -3.17 -21.33 -10.84  1.04
C19 -4.47 -20.74 -10.96  -0.57
C20 -4.74 -19.54 -10.41  -0.66
C21 -3.75 -18.86 -9.65  -0.60
C22 -2.53 -19.46 -9.50  -0.47
C23 -2.17 -20.69 -10.09  0.42
O3 -0.94 -21.17 -9.99  -0.41
N9 -1.63 -18.74 -8.65  0.87
O4 -0.47 -18.52 -9.04  -0.43
O5 -2.09 -18.32 -7.59  -0.56
N10 -6.00 -18.89 -10.71  0.96
O6 -5.97 -17.68 -10.69  -0.56
O7 -6.93 -19.61 -11.03  -0.57
H21 -5.18 -21.34 -11.53  0.65
H22 -4.00 -17.86 -9.32  0.63
C24 -2.59 -25.27 -13.96  -1.68
C25 -1.58 -26.31 -13.58  0.33
C26 -1.10 -27.28 -14.44  -0.80
C27 -0.14 -28.19 -14.05  -0.66
C28 0.37 -28.21 -12.77  -0.90
C29 -0.11 -27.31 -11.88  -0.88
C30 -1.06 -26.35 -12.29  1.28
Sb1 -1.73 -25.14 -10.74  2.08
C31 0.02 -24.89 -9.61  1.15
C32 1.03 -24.26 -10.32  -1.08
C33 2.28 -24.09 -9.71  0.00
C34 2.46 -24.48 -8.36  -1.23
C35 1.41 -25.08 -7.72  -1.07
C36 0.16 -25.36 -8.30  0.48
C37 -0.89 -26.10 -7.48  -1.09
C38 -3.57 -25.67 -9.86  1.31
C39 -4.18 -26.77 -10.35  -1.02
C40 -5.39 -27.19 -9.74  -0.78
C41 -5.91 -26.49 -8.68  -0.86
C42 -5.24 -25.42 -8.16  -0.93
C43 -4.05 -24.96 -8.74  0.90
C44 -3.39 -23.70 -8.21  -1.60
H23 -3.10 -24.86 -13.12  0.17
H24 -3.32 -25.55 -14.68  0.53
H25 -2.03 -24.46 -14.42  0.36
H26 -1.46 -27.27 -15.42  0.57
H27 0.35 -28.83 -14.75  0.42
H28 1.09 -28.96 -12.48  0.49
H29 0.27 -27.33 -10.86  0.49
H30 0.87 -24.07 -11.39  0.24
H31 3.09 -23.72 -10.31  0.39
H32 3.39 -24.25 -7.87  0.49
H33 1.57 -25.30 -6.68  0.44
H34 -1.30 -26.97 -8.00  0.21
H35 -1.67 -25.38 -7.21  0.14
H36 -0.40 -26.43 -6.59  0.61
H37 -3.83 -27.32 -11.24  0.45
H38 -5.90 -28.05 -10.12  0.49
H39 -6.79 -26.89 -8.24  0.47
H40 -5.67 -24.95 -7.31  0.55
H41 -3.60 -23.61 -7.15  0.69
H42 -3.88 -22.86 -8.68  0.48
H43 -2.29 -23.62 -8.30  -0.21

=====

[4]
An isolated molecule of C4H6N2O. Source: OMol25; level of theory: the ωB97M-V functional and the def2-TZVPD basis.

- Total charge: 0
- Max |F|: 0.51 eV Å⁻¹
- Energy above the lowest of the compared OMol25 structures with the same formula, charge and spin: 115.8 kcal per mole
- LUMO: -0.105 eV
- Kohn-Sham gap: 6.880 eV
- HOMO energy: -6.98 eV
- DFT total energy: -340.6104 hartree

Last column: Mulliken charge in e.
Positions of all 13 atoms, in Å:
N1 -1.76 0.21 0.60  -0.40
C1 -0.77 -0.11 -0.50  -0.32
C2 0.02 1.07 -0.79  -0.19
C3 1.39 0.93 -0.66  -1.13
C4 1.41 -0.38 -0.13  0.67
O1 2.50 -1.10 0.17  -0.46
N2 0.21 -0.98 0.09  -0.10
H1 -2.37 -0.58 0.83  0.34
H2 -2.35 0.99 0.31  0.33
H3 -0.49 1.99 -1.11  0.32
H4 -1.27 0.48 1.46  0.34
H5 3.22 -0.49 -0.06  0.36
H6 0.13 -1.99 0.05  0.25